Below is a molecular structure, C49H38MoN4O5PS2 at a distorted geometry, with properties calculated with ωB97M-V/def2-TZVPD.

Its charge is -1. As for the HOMO energy (alpha / beta): -0.1304 / -0.1303 Eh.

Each line ends with the Löwdin charge.
CARTESIAN COORDINATES (ANGSTROEM)
Mo: -0.02 0.67 0.33  1.4520
S: 1.25 2.33 1.76  0.7025
S: 0.15 4.15 3.87  0.8427
P: 1.12 -1.51 -1.86  1.1661
O: -1.10 -0.76 1.54  -0.1500
O: -1.32 1.99 -1.23  -0.0165
O: -1.53 -0.29 -0.98  -0.1416
O: 0.96 -3.40 4.04  0.0405
O: 1.46 1.32 -0.91  -0.3348
N: -1.34 2.58 2.44  -0.0682
N: 1.35 -0.56 1.29  -0.2038
N: 0.92 -1.41 2.32  0.0575
N: -1.61 1.68 1.42  -0.0868
C: -1.06 -2.25 3.38  -0.0700
C: 2.37 -3.74 -3.19  -0.0880
C: -4.97 -1.27 -1.36  -0.0759
C: -0.41 0.55 -2.98  -0.1453
C: 0.08 5.56 2.70  -0.4316
C: 0.06 -3.52 -0.32  -0.0913
C: 3.46 -4.36 -3.80  -0.0949
C: 0.79 -0.76 -4.59  -0.0776
C: 5.56 0.92 -0.64  -0.1205
C: -3.19 5.66 0.78  -0.0891
C: 2.48 -2.44 -2.71  -0.3493
C: -1.09 -3.26 -2.41  -0.1125
C: -0.36 -3.18 4.17  -0.2801
C: -0.06 -2.88 -1.56  -0.3730
C: 4.79 -2.39 -3.44  -0.0836
C: -1.88 -4.86 -0.80  -0.0898
C: -3.11 -2.81 4.54  -0.0999
C: 4.74 0.17 0.18  -0.0647
C: -2.43 -2.08 3.58  -0.0175
C: -1.32 5.91 2.29  -0.2959
C: -3.41 7.06 2.71  -0.0978
C: -3.63 -1.05 -1.56  0.0085
C: -4.82 0.13 0.58  -0.0415
C: -0.39 -1.42 2.36  -0.4313
C: 0.40 -0.56 -3.27  -0.2720
C: -0.78 1.43 -3.99  -0.0127
C: -1.88 5.36 1.14  -0.0485
C: 2.61 -0.57 1.08  -0.1357
C: 4.67 -3.69 -3.93  -0.1044
C: -0.10 2.89 2.62  -1.0989
C: 3.60 1.93 -1.62  -0.0207
C: -3.85 2.25 2.12  -0.0315
C: -3.47 0.43 0.37  -0.0673
C: -0.40 1.20 -5.30  -0.0816
C: -2.41 -3.74 5.31  -0.1006
C: -0.92 0.87 -1.61  -0.5925
C: 3.70 -1.78 -2.84  -0.0855
C: -0.84 -4.50 0.06  -0.0700
C: -2.10 6.76 3.07  -0.0572
C: -3.96 6.50 1.56  -0.1057
C: 3.34 0.28 0.16  -0.1922
C: -1.06 -3.93 5.12  -0.0276
C: -2.88 -0.27 -0.69  -0.1917
C: 0.38 0.09 -5.60  -0.0885
C: -1.99 -4.25 -2.04  -0.0969
C: -5.56 -0.71 -0.24  -0.0870
C: 4.96 1.80 -1.55  -0.1054
C: 2.74 1.19 -0.76  -0.4216
C: -2.87 1.45 1.29  -0.2311
H: -2.94 -1.36 2.96  0.1100
H: 0.68 -0.10 -6.63  0.0973
H: 5.19 -0.52 0.89  0.1072
H: 0.86 -3.23 0.35  0.0967
H: -2.94 -4.32 6.06  0.0953
H: 5.73 -1.86 -3.53  0.0999
H: -2.79 -4.53 -2.71  0.0990
H: -4.77 2.44 1.56  0.0744
H: 3.12 2.60 -2.32  0.1151
H: -3.41 3.20 2.41  0.0565
H: 1.44 -4.28 -3.09  0.0967
H: -1.28 4.69 0.53  0.1175
H: -1.38 2.29 -3.72  0.1182
H: -4.00 7.72 3.33  0.0941
H: -3.60 5.22 -0.12  0.1049
H: -0.70 1.89 -6.09  0.0978
H: 5.59 2.40 -2.21  0.0948
H: -0.75 -4.97 1.03  0.1042
H: -6.60 -0.91 0.00  0.0984
H: 3.19 -1.25 1.70  0.1253
H: 1.30 -2.73 3.39  0.0695
H: -4.17 -2.65 4.69  0.0921
H: -1.68 7.19 3.98  0.1091
H: 3.81 -0.76 -2.45  0.0864
H: 6.63 0.82 -0.59  0.0882
H: -4.98 6.73 1.28  0.0931
H: 1.43 -1.60 -4.84  0.0988
H: -5.54 -1.90 -2.04  0.1012
H: -2.60 -5.61 -0.50  0.0965
H: 3.36 -5.38 -4.17  0.0960
H: 0.67 5.25 1.84  0.0641
H: 0.58 6.38 3.21  0.0716
H: -5.32 0.54 1.44  0.0951
H: -4.10 1.72 3.04  0.0965
H: -0.50 -4.65 5.71  0.1103
H: -3.10 -1.50 -2.40  0.1091
H: -1.18 -2.77 -3.38  0.1052
H: 5.51 -4.17 -4.40  0.0939

Below is 12 unconnected molecules or ions with the total composition C27H50Br22NP at a distorted geometry, with properties calculated with ωB97M-V/def2-TZVPD.

The SMILES is Pc1ccncc1.BrCCBr.BrCCBr.BrCCBr.BrCCBr.BrCCBr.BrCCBr.BrCCBr.BrCCBr.BrCCBr.BrCCBr.BrCCBr. As for the HOMO energy: -0.3180 Eh.

Each line ends with the Löwdin charge.
CARTESIAN COORDINATES (ANGSTROEM)
Br: 0.48 -10.08 -0.25  0.6086
Br: -4.10 0.84 -6.17  0.6087
Br: 4.34 7.10 2.46  0.6771
Br: -6.57 4.39 -5.87  0.5986
Br: 7.04 4.46 0.20  0.6487
Br: 6.68 3.01 5.70  0.6148
Br: -4.04 -2.23 -4.13  0.5876
Br: -2.00 -0.08 3.46  0.6300
Br: 1.35 -4.08 8.40  0.6588
Br: 5.24 6.33 6.38  0.6148
Br: 2.17 -1.66 0.90  0.6435
Br: 1.95 -7.10 1.35  0.6682
Br: 1.10 -7.50 9.70  0.6084
Br: -2.35 -4.61 3.61  0.6568
Br: -8.19 1.41 -7.31  0.6009
Br: -8.62 1.83 -11.72  0.6444
Br: 3.55 3.43 0.37  0.6212
Br: -6.49 4.83 -11.41  0.6414
Br: 1.53 -0.37 4.42  0.6329
Br: 1.16 -5.20 4.74  0.6554
Br: -1.04 -3.35 0.34  0.6007
Br: 5.94 9.19 -0.13  0.6098
P: 3.77 0.36 -1.72  0.8084
N: -0.81 0.65 -2.53  0.0647
C: 3.68 7.63 0.71  -0.6670
C: 1.31 1.72 -2.09  -0.1151
C: 0.89 -8.34 -1.01  -0.6971
C: -5.17 0.36 -4.62  -0.6921
C: 6.01 3.89 1.75  -0.7108
C: 2.68 -6.40 9.39  -0.6929
C: 1.97 0.50 -2.03  -0.5312
C: -6.51 3.70 -7.69  -0.7065
C: 5.07 2.77 1.39  -0.6621
C: 4.78 7.64 -0.32  -0.7008
C: 4.47 4.83 5.42  -0.7143
C: -1.18 -1.15 4.86  -0.7235
C: -0.50 -5.13 5.76  -0.7137
C: 2.18 -7.78 -0.47  -0.6735
C: -8.90 3.63 -12.40  -0.6872
C: -7.84 3.15 -8.12  -0.7081
C: -1.65 -5.76 5.03  -0.6580
C: 0.59 -4.04 1.15  -0.7593
C: -7.62 4.26 -12.88  -0.6875
C: -0.06 -0.41 5.54  -0.6714
C: 1.27 -2.99 1.99  -0.7393
C: -4.36 -0.39 -3.60  -0.6907
C: 2.43 -4.96 9.75  -0.6774
C: -0.15 -0.51 -2.45  -0.1566
C: -0.05 1.73 -2.34  -0.1534
C: 1.20 -0.66 -2.21  -0.1552
C: 4.84 3.52 6.07  -0.6858
H: 4.36 7.71 -1.32  0.0618
H: 3.46 -6.82 10.02  0.0594
H: 4.23 2.72 5.67  0.0505
H: 4.08 -0.84 -2.39  -0.0935
H: -9.37 4.20 -11.60  0.0522
H: 1.64 -1.64 -2.16  0.0787
H: 1.85 2.65 -1.94  0.0557
H: -7.83 5.16 -13.45  0.0582
H: 0.97 -8.50 -2.08  0.0588
H: 3.40 4.98 5.45  0.0646
H: -6.23 4.55 -8.31  0.0250
H: 2.95 -6.53 8.35  0.0510
H: 0.58 -2.45 2.62  -0.0112
H: 5.55 2.01 0.78  0.0398
H: 5.49 4.78 2.12  -0.0534
H: 3.21 8.59 0.83  0.0506
H: -7.85 2.97 -9.19  -0.0271
H: 4.82 4.89 4.40  -0.0084
H: 0.04 -7.69 -0.81  0.0513
H: 5.42 6.76 -0.26  -0.0177
H: 1.21 -4.39 0.34  0.0206
H: 2.50 -6.93 -1.06  0.0600
H: -6.01 -0.21 -4.99  0.0415
H: 6.74 3.56 2.48  0.0348
H: -5.52 1.30 -4.21  0.0526
H: -0.31 0.62 5.78  0.0502
H: 0.24 -0.93 6.45  0.0497
H: -0.68 -4.09 6.00  0.0271
H: 2.93 6.88 0.45  0.0478
H: -0.55 2.69 -2.41  0.1047
H: 0.27 -4.88 1.76  -0.0371
H: -1.39 -6.71 4.56  0.0561
H: 4.32 1.37 -2.54  -0.0895
H: 1.92 -4.84 10.70  0.0510
H: 2.04 -3.44 2.59  0.0167
H: -7.03 3.58 -13.48  0.0510
H: -8.67 3.79 -7.84  0.0532
H: -1.98 -1.36 5.57  0.0604
H: -5.72 2.96 -7.71  0.0119
H: -0.73 -1.42 -2.61  0.0928
H: 4.73 3.54 7.15  0.0504
H: 3.37 -4.41 9.78  0.0605
H: -0.86 -2.07 4.40  -0.0086
H: -2.49 -5.90 5.71  0.0604
H: 2.97 -8.52 -0.43  0.0495
H: -9.60 3.53 -13.22  0.0572
H: -4.91 -0.45 -2.66  0.0590
H: 4.65 2.30 2.28  0.0582
H: -0.29 -5.68 6.67  0.0121
H: -3.38 0.06 -3.42  0.0258

Below is a molecular structure, C12H18CaN2O10 at a distorted geometry, with properties calculated with ωB97M-V/def2-TZVPD.

As for the HOMO energy: -0.2619 Eh.

Each line ends with the natural charge from an NBO analysis.
CARTESIAN COORDINATES (ANGSTROEM)
Ca: -0.74 -1.52 -1.11  1.6299
O: -5.50 -0.34 6.18  -0.5109
O: -0.87 4.62 -1.38  -0.5089
O: 4.03 1.86 -7.15  -0.4898
O: -5.41 -0.65 3.86  -0.5970
O: -7.31 -0.40 4.99  -0.4564
O: -1.91 2.86 -1.88  -0.5601
O: -0.80 2.88 -0.10  -0.6206
O: -2.39 -4.38 -3.81  -1.0943
O: 5.68 1.06 -5.86  -0.4846
O: 3.57 0.92 -5.13  -0.5704
N: 3.03 -1.84 2.32  -0.5008
N: -1.23 3.49 -1.11  0.7174
C: -6.45 -0.91 7.07  0.0642
C: 2.05 -2.79 2.34  -0.1197
C: 4.36 1.31 -5.91  0.9645
C: 6.28 1.68 -7.00  -0.0964
C: -7.74 -0.61 6.31  -0.0988
C: -6.42 -0.15 8.37  -0.6296
C: 3.81 -2.16 1.32  -0.0523
C: 3.48 -3.41 0.77  -0.3253
C: 2.28 -3.85 1.47  -0.3269
C: 5.04 3.99 -7.31  -0.6741
C: 5.11 2.51 -7.65  0.0662
C: -6.05 -0.47 4.91  0.9716
H: 5.07 2.35 -8.72  0.1977
H: -2.86 -4.97 -4.43  0.4202
H: -5.40 -0.18 8.74  0.2293
H: 1.89 -4.84 1.29  0.2456
H: 1.45 -2.83 3.25  0.2126
H: 3.22 -1.09 2.97  0.4355
H: -6.63 0.91 8.27  0.2297
H: 6.72 0.82 -7.51  0.1975
H: 4.00 -3.91 -0.03  0.2325
H: -6.26 -1.98 7.04  0.1857
H: 4.55 -1.43 1.01  0.2150
H: 5.19 4.44 -8.29  0.2243
H: 4.09 4.40 -6.97  0.2485
H: 7.09 2.33 -6.67  0.1912
H: 5.66 4.42 -6.53  0.2254
H: -7.04 -0.73 9.06  0.2214
H: -8.40 0.16 6.69  0.2015
H: -8.24 -1.58 6.34  0.1893

Below is 2 unconnected molecules or ions with the total composition C5H12NO2 at a distorted geometry, with properties calculated with ωB97M-V/def2-TZVPD.

Its charge is +1. As for the HOMO energy: -0.5199 Eh.

Each line ends with the natural charge from an NBO analysis.
CARTESIAN COORDINATES (ANGSTROEM)
O: 2.93 0.84 -1.87  -0.4098
O: 0.12 -1.72 3.16  -0.9559
N: -0.28 0.63 -2.06  -0.6756
C: -1.67 1.06 0.77  -0.4172
C: -1.15 -0.15 0.66  -0.1741
C: 0.21 -0.50 0.05  -0.4942
C: 0.73 0.53 -0.91  -0.1451
C: 2.06 0.11 -1.53  0.3917
H: 2.17 -0.99 -1.66  0.1365
H: 0.03 0.11 -2.87  0.4432
H: -0.48 1.59 -2.32  0.4499
H: -2.63 1.15 1.24  0.2305
H: -1.19 0.27 -1.73  0.4601
H: 0.81 -1.21 3.60  0.4753
H: -1.35 2.04 0.43  0.1967
H: 0.68 1.50 -0.44  0.2473
H: -0.38 -2.08 3.91  0.4851
H: 0.12 -1.51 -0.35  0.2381
H: -1.62 -1.02 1.02  0.2343
H: 0.89 -0.63 0.90  0.2833

Below is a molecular structure, C24H26LaN4S2Si at a distorted geometry, with properties calculated with ωB97M-V/def2-TZVPD.

Its charge is +1. As for the HOMO energy (alpha / beta): -0.2509 / -0.2676 Eh.

Each line ends with the Löwdin charge.
CARTESIAN COORDINATES (ANGSTROEM)
La: 0.69 0.10 0.92  1.6010
S: 4.11 3.15 2.92  1.0866
S: -0.25 -0.73 5.78  1.0846
Si: -1.55 1.09 -1.45  0.5140
N: 2.24 1.51 2.15  -0.1211
N: -1.14 -1.89 3.50  0.1113
N: 3.60 2.31 0.39  0.1052
N: 0.40 -0.09 3.33  -0.1203
C: 3.27 2.24 1.70  -0.6828
C: 1.76 0.70 -3.91  -0.0799
C: 2.53 -1.18 -0.52  -0.2594
C: -2.80 -0.23 -1.06  -0.3164
C: -2.44 -1.59 -1.14  -0.1198
C: -4.72 -2.22 -0.61  -0.0803
C: -0.86 -0.28 -3.81  -0.0810
C: -2.20 2.85 -1.95  -0.1666
C: -5.06 -0.87 -0.45  -0.0750
C: 3.06 2.45 4.12  -0.3185
C: 1.15 -2.52 0.77  -0.2601
C: 0.90 0.54 5.52  -0.3278
C: -0.34 -0.95 4.05  -0.6670
C: 3.02 -1.16 0.82  -0.2502
C: 0.94 1.01 -2.82  -0.1283
C: 1.15 0.75 4.18  -0.3188
C: -4.09 0.12 -0.64  -0.0997
C: 2.12 1.60 3.56  -0.3160
C: -3.40 -2.58 -0.94  -0.0783
C: 1.26 -0.05 -4.98  -0.0635
C: -0.05 -0.54 -4.93  -0.0590
C: -0.38 0.54 -2.77  -0.2957
C: 2.17 -1.99 1.62  -0.2417
C: 1.37 -2.02 -0.55  -0.2555
H: -5.47 -3.00 -0.48  0.1073
H: 3.13 2.65 5.18  0.0833
H: -2.41 3.42 -2.88  0.1063
H: -1.00 -2.17 2.53  0.0749
H: -1.61 -2.50 4.16  0.1094
H: 3.01 -0.73 -1.39  0.0990
H: -1.87 -0.69 -3.75  0.1083
H: -3.11 -3.63 -1.01  0.1093
H: 0.81 -2.28 -1.45  0.0996
H: -0.44 -1.16 -5.73  0.1120
H: -0.97 1.48 -0.09  -0.0855
H: -6.07 -0.60 -0.15  0.1084
H: 1.39 1.09 6.32  0.0824
H: -2.68 1.85 -2.37  0.0381
H: -2.79 3.23 -1.10  0.0863
H: 2.80 1.02 -3.92  0.1089
H: 0.40 -3.26 1.05  0.1004
H: -1.12 3.11 -1.82  0.0546
H: -4.33 1.17 -0.46  0.1026
H: 1.89 -0.28 -5.84  0.1128
H: 1.32 1.65 -2.01  0.0790
H: 3.36 1.54 -0.23  0.0750
H: 4.45 2.84 0.19  0.1040
H: 3.94 -0.68 1.16  0.1101
H: -1.41 -1.87 -1.37  0.0798
H: 2.32 -2.25 2.67  0.1135

Below is 3 unconnected molecules or ions with the total composition C4H16NO2 at a distorted geometry, with properties calculated with ωB97M-V/def2-TZVPD.

Its charge is +1. As for the HOMO energy: -0.5324 Eh.

Each line ends with the natural charge from an NBO analysis.
CARTESIAN COORDINATES (ANGSTROEM)
O: -3.06 -0.01 1.59  -0.9863
O: 0.69 0.80 -2.67  -0.9772
N: -0.77 0.98 -0.47  -0.7158
C: 1.53 0.29 0.43  -0.4586
C: 1.52 -1.21 0.80  -0.4004
C: 0.53 -2.09 0.07  -0.6182
C: 0.30 1.13 0.59  -0.2390
H: 2.34 0.69 1.00  0.2507
H: -3.32 0.10 2.51  0.4998
H: -0.24 0.82 1.60  0.2422
H: -3.37 -0.94 1.29  0.4942
H: -1.60 0.32 -0.17  0.4679
H: 0.93 1.80 -2.60  0.5054
H: 0.77 -2.31 -0.90  0.2119
H: -0.32 0.68 -1.30  0.4586
H: -0.52 -1.78 0.16  0.1781
H: -1.30 1.81 -0.72  0.4343
H: 0.93 0.40 -3.46  0.5108
H: 2.53 -1.76 0.76  0.2385
H: 0.57 -3.18 0.53  0.2349
H: 0.57 2.32 0.68  0.2446
H: 1.85 0.32 -0.62  0.2218
H: 1.25 -1.20 1.85  0.2019

Number 1: DFT total energy -100445.775 eV. Number 2: DFT total energy -1580524.855 eV. Number 3: DFT total energy -54617.416 eV. Number 4: DFT total energy -10956.556 eV. Number 5: DFT total energy -61668.658 eV. Number 6: DFT total energy -9985.451 eV.